DFT (wB97M-V/def2-TZVPD) results for C5H11NO2 in the gas phase in a non-equilibrium geometry.

The geometry in XYZ format:
```
19
Properties=species:S:1:pos:R:3:forces:R:3
C 0.480414 0.633554 0.429143 4.9 -2.6 0.1
C -2.734014 0.205998 0.300402 -0.9 -1.1 0.1
C 0.923750 1.709308 -0.519278 0.1 0.0 -0.1
C -0.264318 -0.487996 -0.064540 -4.9 3.1 0.0
N 2.616584 -0.662713 -0.397662 -0.3 0.3 0.1
C -0.422517 -1.786059 -0.083391 -0.1 0.1 0.4
O 1.801195 -0.427335 0.738397 -0.1 1.5 0.2
O -1.508544 0.555503 -0.284284 0.7 -2.2 -0.2
H 0.276972 0.912131 1.460811 -0.2 -0.1 -0.2
H 3.570631 -0.452434 -0.111629 -0.2 0.0 0.1
H 2.578560 -1.660601 -0.601891 -0.2 0.1 0.2
H -3.081295 0.853395 1.113288 0.5 0.4 -0.2
H -2.763227 -0.799181 0.745463 0.4 0.0 -0.1
H -3.544545 0.160035 -0.433490 0.1 0.3 -0.2
H 1.402699 2.527371 0.014366 0.0 0.0 0.1
H 0.098642 2.104495 -1.104916 -0.2 0.0 0.2
H 1.637317 1.276471 -1.224314 0.0 0.0 0.1
H 0.297841 -2.435057 0.386370 0.4 0.0 -0.3
H -1.366145 -2.226885 -0.362844 -0.1 0.1 -0.2
```
Forces are in eV/Å.

The largest force on an atom is 5.80 eV Å⁻¹. The energy comes out at -10943.1045 eV. The LUMO energy is 0.0349 Eh. The value obtained for the frontier orbital gap is 9.748 eV. As for the energy above the lowest of the compared OMol25 structures with the same formula, charge and spin: 594.6 kJ/mol. The calculation puts the molar mass at 117.1 g/mol. The SMILES is C=C(OC)[C@H](C)ON. As for the HOMO energy: -8.7981 eV.